# 1
The following is a DFT calculation (ωB97M-V/def2-TZVPD) of a molecular structure, C33H51GeN3O5SSi4TcTe.

For the relative energy (zero: lowest compared OMol25 entry of this formula, charge and spin), the calculation gives 0.0 kcal/mol. Its spin multiplicity is 4. Its HOMO energy (alpha / beta) is -13.2 / -13.1 eV. The expectation value of S² is 3.77. The net charge is +2.

Each line ends with the Löwdin charge.
Cartesian coordinates (Å):
1 Tc -0.727 -0.133 0.380  1.07
2 O -1.837 -1.867 1.199  -0.29
3 C -1.388 -2.644 2.143  -0.09
4 C -0.209 -2.515 2.861  -0.09
5 C 0.034 -3.525 3.844  0.08
6 C 1.128 -3.426 4.633  -0.11
7 C 2.034 -2.348 4.519  0.07
8 C 1.828 -1.367 3.596  0.04
9 C 0.705 -1.412 2.732  -0.28
10 O 0.549 -0.466 1.869  -0.30
11 N 1.381 -4.468 5.646  -0.36
12 O 2.383 -4.349 6.305  0.12
13 O 0.567 -5.356 5.730  0.11
14 H -2.028 -3.484 2.414  0.12
15 H -0.641 -4.361 3.965  0.14
16 H 2.888 -2.323 5.181  0.14
17 H 2.509 -0.536 3.495  0.11
18 C -3.349 0.275 -4.497  -0.01
19 N -3.237 0.357 -3.040  -0.13
20 C -4.337 1.014 -2.351  -0.01
21 C -2.146 -0.023 -2.417  -0.50
22 C -1.022 -0.628 -3.193  0.02
23 O -2.062 0.096 -1.146  -0.28
24 H -4.259 0.791 -4.790  0.10
25 H -3.410 -0.762 -4.825  0.10
26 H -2.506 0.775 -4.967  0.09
27 H -5.264 0.488 -2.575  0.11
28 H -4.409 2.039 -2.710  0.11
29 H -4.157 1.017 -1.281  0.07
30 H -1.345 -1.546 -3.685  0.10
31 H -0.194 -0.854 -2.527  0.06
32 H -0.676 0.064 -3.962  0.08
33 S -0.943 3.777 -0.813  0.46
34 C -1.186 3.021 -2.314  -0.75
35 N -1.366 2.532 -3.339  0.14
36 Ge -3.846 -2.133 0.819  1.14
37 C -4.597 -2.072 2.560  -0.33
38 C -5.247 -0.888 2.922  -0.11
39 C -5.897 -0.794 4.143  -0.05
40 C -5.900 -1.875 5.008  -0.04
41 C -5.254 -3.055 4.664  -0.05
42 C -4.609 -3.157 3.444  -0.11
43 C -3.776 -3.697 -0.252  -0.32
44 C -3.472 -3.535 -1.608  -0.11
45 C -3.426 -4.632 -2.450  -0.06
46 C -3.685 -5.899 -1.946  -0.04
47 C -3.997 -6.072 -0.606  -0.05
48 C -4.047 -4.975 0.240  -0.09
49 H -3.996 -0.840 0.039  0.01
50 H -5.252 -0.037 2.251  0.10
51 H -6.402 0.121 4.417  0.12
52 H -6.412 -1.802 5.957  0.12
53 H -5.261 -3.894 5.344  0.12
54 H -4.123 -4.090 3.192  0.09
55 H -3.282 -2.545 -2.009  0.08
56 H -3.198 -4.506 -3.499  0.11
57 H -3.653 -6.755 -2.604  0.12
58 H -4.213 -7.059 -0.223  0.12
59 H -4.321 -5.125 1.274  0.09
60 C 2.179 1.772 -4.119  -0.20
61 Si 3.191 1.202 -2.656  0.34
62 C 2.653 -0.518 -2.137  -0.21
63 C 5.022 1.271 -3.029  -0.20
64 Si 2.915 2.669 -0.833  0.27
65 Te 0.591 2.213 0.232  0.77
66 Si 2.949 5.019 -1.173  0.34
67 C 2.221 5.851 0.334  -0.20
68 C 2.006 5.412 -2.733  -0.20
69 C 4.748 5.461 -1.398  -0.20
70 Si 4.191 1.960 1.079  0.34
71 C 5.942 2.543 0.806  -0.20
72 C 3.498 2.686 2.663  -0.22
73 C 4.157 0.089 1.197  -0.21
74 H 2.184 1.013 -4.902  0.04
75 H 2.593 2.682 -4.548  0.03
76 H 1.142 1.974 -3.850  0.00
77 H 2.529 -1.151 -3.017  0.04
78 H 1.701 -0.484 -1.607  -0.03
79 H 3.378 -0.995 -1.485  0.02
80 H 5.255 0.735 -3.949  0.04
81 H 5.614 0.827 -2.231  0.03
82 H 5.353 2.301 -3.161  0.03
83 H 1.297 5.382 0.674  0.00
84 H 1.995 6.894 0.112  0.05
85 H 2.925 5.835 1.165  0.03
86 H 0.937 5.228 -2.629  0.00
87 H 2.371 4.818 -3.569  0.02
88 H 2.139 6.463 -2.993  0.05
89 H 5.345 5.238 -0.520  0.02
90 H 4.832 6.531 -1.592  0.05
91 H 5.188 4.941 -2.249  0.03
92 H 6.032 3.616 0.949  0.02
93 H 6.304 2.303 -0.193  0.03
94 H 6.608 2.060 1.522  0.05
95 H 3.663 3.763 2.702  0.03
96 H 3.993 2.251 3.533  0.04
97 H 2.427 2.519 2.773  -0.01
98 H 4.740 -0.362 0.396  0.03
99 H 3.145 -0.312 1.145  0.00
100 H 4.606 -0.233 2.137  0.04



# 2
The following is a DFT calculation (ωB97M-V/def2-TZVPD) of a molecular structure, C10H24Br3F3NOPSiTaTl.

Its HOMO energy is -14.6 eV. The net charge is +2.

Each line ends with the natural charge from an NBO analysis.
Cartesian coordinates (Å):
1 C 1.785 -1.606 3.362  -0.64
2 C 1.890 -0.828 2.047  -0.23
3 N 0.576 -0.387 1.516  -0.93
4 Ta -0.652 -0.904 0.024  1.12
5 Br -2.179 -2.142 1.614  -0.18
6 C 0.394 0.174 -1.594  -0.95
7 C 1.942 0.169 -1.507  -0.48
8 C 2.637 1.524 -1.580  0.24
9 F 2.394 2.072 -2.815  -0.37
10 Br 4.523 1.188 -1.474  0.12
11 C 2.185 2.603 -0.496  0.54
12 F 1.662 3.659 -1.179  -0.36
13 F 1.169 2.103 0.216  -0.33
14 Br 3.455 3.295 0.708  0.15
15 P 0.688 -3.207 -0.373  1.43
16 C -0.223 -4.345 -1.358  -1.08
17 O 0.891 -3.993 0.976  -0.97
18 Si -2.288 1.292 0.012  1.50
19 C -1.774 2.469 1.344  -1.15
20 C -2.363 2.123 -1.684  -1.11
21 C -3.986 0.613 0.325  -1.13
22 H 2.517 -1.236 4.071  0.25
23 H 0.805 -1.506 3.822  0.21
24 H 2.020 -2.661 3.238  0.21
25 H 2.489 0.063 2.238  0.22
26 H 2.459 -1.387 1.308  0.19
27 H -0.031 -0.353 2.338  0.41
28 H -1.665 -1.672 -1.309  -0.35
29 H 0.039 1.202 -1.643  0.22
30 H 0.100 -0.278 -2.542  0.25
31 H 2.302 -0.351 -2.392  0.25
32 H 2.364 -0.367 -0.662  0.23
33 H -0.309 -3.967 -2.372  0.28
34 H -1.213 -4.453 -0.910  0.31
35 H 0.279 -5.316 -1.355  0.31
36 H 0.544 -3.599 1.794  0.56
37 H -2.686 2.850 1.801  0.27
38 H -1.179 3.296 0.968  0.26
39 H -1.188 1.994 2.127  0.26
40 H -2.429 1.401 -2.497  0.25
41 H -1.533 2.793 -1.954  0.14
42 H -3.239 2.771 -1.659  0.28
43 H -4.174 0.552 1.392  0.27
44 H -4.154 -0.357 -0.133  0.27
45 H -4.676 1.317 -0.141  0.26
46 Tl -0.168 3.392 -3.612  0.99



# 3
The following is a DFT calculation (ωB97M-V/def2-TZVPD) of 4 unconnected molecules or ions with the total composition C28H24FN5O8S.

Its HOMO energy is -8.7 eV. The net charge is 0.

Each line ends with the natural charge from an NBO analysis.
Cartesian coordinates (Å):
1 O 1.781 0.739 -1.663  -0.55
2 C 0.621 1.052 -1.719  0.80
3 O -0.101 1.070 -0.493  -0.73
4 C -0.176 1.462 -3.001  -0.55
5 C 0.713 2.038 -4.176  -0.40
6 C 0.840 1.022 -5.410  -0.43
7 C 1.578 -0.251 -4.834  -0.09
8 C 0.834 -1.484 -4.757  0.39
9 F -0.475 -1.546 -5.219  -0.33
10 C 1.461 -2.758 -4.166  -0.23
11 C 2.847 -2.628 -3.697  -0.22
12 C 3.621 -1.351 -3.819  0.11
13 N 4.901 -1.038 -3.438  -0.58
14 S 5.284 0.555 -3.775  0.86
15 N 3.806 1.029 -4.434  -0.60
16 C 3.006 -0.080 -4.407  0.15
17 H -0.888 0.508 -0.624  0.48
18 H -0.916 2.254 -2.685  0.25
19 H -0.783 0.607 -3.431  0.25
20 H 1.720 2.342 -3.776  0.24
21 H 0.252 2.974 -4.624  0.22
22 H 1.421 1.493 -6.257  0.23
23 H -0.181 0.737 -5.803  0.23
24 H 0.848 -3.690 -4.129  0.26
25 H 3.352 -3.509 -3.233  0.24
26 O -2.986 1.734 -2.674  -0.40
27 N -3.707 2.687 -2.411  0.53
28 O -4.237 3.396 -3.247  -0.37
29 C -3.945 3.005 -0.999  -0.01
30 C -3.331 2.246 -0.012  -0.13
31 C -3.541 2.565 1.321  -0.21
32 C -4.362 3.632 1.660  -0.17
33 C -4.983 4.381 0.666  -0.21
34 C -4.775 4.069 -0.670  -0.18
35 H -2.690 1.414 -0.264  0.22
36 H -3.061 1.983 2.099  0.22
37 H -4.520 3.882 2.704  0.24
38 H -5.626 5.211 0.935  0.22
39 H -5.260 4.661 -1.436  0.25
40 O 0.515 -6.761 -0.239  -0.37
41 N 1.105 -5.762 -0.610  0.52
42 O 1.099 -5.336 -1.751  -0.39
43 C 1.893 -5.024 0.372  0.08
44 C 1.986 -5.492 1.676  -0.21
45 C 2.764 -4.796 2.591  -0.21
46 C 3.434 -3.642 2.198  -0.18
47 C 3.324 -3.177 0.893  -0.20
48 C 2.548 -3.871 -0.027  -0.21
49 H 1.469 -6.390 1.990  0.25
50 H 2.851 -5.154 3.610  0.22
51 H 4.046 -3.103 2.913  0.22
52 H 3.843 -2.276 0.592  0.23
53 H 2.470 -3.502 -1.042  0.25
54 O -3.699 0.943 4.786  -0.37
55 N -2.957 1.847 5.127  0.51
56 O -3.243 3.032 5.074  -0.38
57 C -1.627 1.488 5.630  0.08
58 C -1.250 0.151 5.669  -0.21
59 C 0.018 -0.183 6.123  -0.21
60 C 0.895 0.813 6.536  -0.17
61 C 0.506 2.147 6.503  -0.21
62 C -0.760 2.489 6.047  -0.21
63 H -1.925 -0.632 5.350  0.25
64 H 0.325 -1.222 6.153  0.22
65 H 1.887 0.548 6.885  0.22
66 H 1.191 2.920 6.828  0.23
67 H -1.052 3.532 6.022  0.25



# 4
The following is a DFT calculation (ωB97M-V/def2-TZVPD) of a molecular structure, C24H25F5GdNO.

Its spin multiplicity is 8. Its HOMO energy (alpha / beta) is -5.4 / -8.1 eV. The expectation value of S² is 15.87. The net charge is 0.

Each line ends with the Löwdin charge.
Cartesian coordinates (Å):
1 C -2.831 -1.555 1.015  -0.22
2 C -2.577 -0.802 -0.167  -0.21
3 C -1.359 -1.254 -0.739  -0.19
4 H -3.263 -0.091 -0.635  0.11
5 C -0.847 -2.320 0.064  -0.21
6 C -1.756 -2.512 1.153  -0.24
7 H -0.010 -2.973 -0.187  0.11
8 C -1.883 2.708 2.175  -0.06
9 C -2.552 2.144 1.033  -0.09
10 C -1.706 2.343 -0.085  -0.06
11 H -3.573 1.738 1.020  0.12
12 C -0.473 2.929 0.372  -0.17
13 C -0.623 3.205 1.762  -0.06
14 H -0.950 -0.927 -1.694  0.11
15 H -1.688 -3.304 1.893  0.11
16 H -3.714 -1.466 1.651  0.11
17 H 0.127 3.727 2.354  0.11
18 H -1.936 2.078 -1.118  0.12
19 H -2.317 2.829 3.165  0.11
20 Gd -0.701 -0.424 1.600  1.55
21 C 0.894 2.606 -0.245  -0.48
22 C 2.024 3.416 0.365  -0.03
23 C 0.810 2.791 -1.741  -0.03
24 H 1.801 4.491 0.321  0.10
25 H 2.948 3.244 -0.197  0.09
26 H 2.226 3.143 1.405  0.09
27 H 0.509 3.826 -1.957  0.10
28 H 0.078 2.128 -2.202  0.08
29 H 1.779 2.610 -2.209  0.09
30 C 0.943 1.101 0.212  -0.13
31 C 1.832 -0.133 0.207  -0.45
32 H 0.019 0.701 -0.348  0.09
33 H 0.860 1.237 1.355  0.10
34 O 1.283 -1.058 0.953  -0.20
35 N 2.931 -0.340 -0.540  0.02
36 C 3.055 -1.705 -1.135  -0.13
37 H 3.798 -0.013 -0.107  0.14
38 C 2.077 -1.836 -2.267  -0.22
39 C 1.478 -3.067 -2.574  -0.05
40 H 1.740 -3.940 -1.969  0.12
41 C 0.602 -3.183 -3.656  -0.08
42 H 0.156 -4.151 -3.882  0.11
43 C 0.319 -2.062 -4.443  -0.09
44 H -0.371 -2.152 -5.280  0.10
45 C 0.903 -0.828 -4.136  -0.08
46 H 0.697 0.047 -4.750  0.10
47 C 1.778 -0.719 -3.047  -0.05
48 H 2.282 0.230 -2.843  0.10
49 H 2.930 -2.553 -0.447  0.12
50 H 4.085 -1.754 -1.498  0.13
51 F -2.631 0.429 4.427  0.00
52 C -1.557 -0.355 4.070  -0.44
53 F -0.434 0.206 4.669  -0.03
54 C -1.759 -1.763 4.596  -0.57
55 F -1.742 -1.803 5.940  0.14
56 F -2.957 -2.264 4.175  0.12
57 F -0.753 -2.599 4.147  0.08